a) {
  "formula": "C6H7NO",
  "method": "ωB97M-V/def2-TZVPD",
  "species": ["C", "C", "N", "C", "C", "C", "C", "O", "H", "H", "H", "H", "H", "H", "H"],
  "positions_angstrom": [[-0.4137, -0.6502, 0.8726], [0.5666, 1.0018, -1.4596], [-1.8368, -0.5651, 0.6834], [0.2113, 1.6359, -0.3053], [1.1460, -0.6219, -0.7389], [0.4833, 0.6377, 0.6859], [0.3304, -1.4857, -0.1104], [0.8393, 1.1046, -2.6181], [-0.2222, -1.0135, 1.8883], [-2.3014, -0.0515, 1.4222], [-2.0665, -0.1358, -0.2052], [-0.0770, 2.6692, -0.1747], [2.0180, -0.8795, -1.3343], [0.2847, -2.5666, -0.1916], [1.0379, 0.9208, 1.5856]],
  "nbo_charge": [-0.14, 0.61, -0.82, -0.55, -0.32, 0.06, -0.14, -0.54, 0.21, 0.37, 0.37, 0.23, 0.23, 0.22, 0.20]
}

***

b) {
  "formula": "C6H7NO",
  "method": "ωB97M-V/def2-TZVPD",
  "species": ["C", "C", "C", "C", "C", "N", "C", "O", "H", "H", "H", "H", "H", "H", "H"],
  "positions_angstrom": [[-0.0009, 1.3186, 2.7154], [-0.0616, 0.5143, 1.8074], [-0.2682, -0.4245, 0.7288], [-0.4494, 0.0899, -0.6999], [-1.3306, -0.6648, -1.6926], [0.7556, -0.6029, -0.2407], [1.9972, -0.0038, -0.1877], [2.6621, 0.0637, 0.8267], [0.2283, 2.0818, 3.4732], [-0.7878, -1.3434, 1.0584], [-0.3985, 1.1875, -0.7627], [-0.9117, -0.6913, -2.7290], [-2.3635, -0.1967, -1.7352], [-1.4353, -1.7403, -1.4044], [2.3643, 0.4120, -1.1578]],
  "nbo_charge": [-0.20, -0.05, -0.13, -0.04, -0.63, -0.43, 0.53, -0.55, 0.25, 0.23, 0.21, 0.22, 0.22, 0.22, 0.12],
  "smiles": "C#C[C@H]1[C@H](C)N1C=O"
}

***

Tell me which of them is the most stable. Sure, it is b).

***

a) {
  "formula": "C6H7NO",
  "method": "ωB97M-V/def2-TZVPD",
  "species": ["C", "C", "O", "C", "C", "C", "N", "C", "H", "H", "H", "H", "H", "H", "H"],
  "positions_angstrom": [[2.4069, -0.8489, -0.0352], [1.0865, -0.0524, -0.1546], [1.1454, 1.3945, -0.0199], [-0.1154, 1.9028, 0.1021], [-1.0747, 0.8610, 0.0448], [-0.2625, -0.2165, 0.1641], [-1.3248, -1.2146, -0.1577], [-2.3609, -0.0192, -0.0975], [2.2422, -1.8558, -0.5408], [3.2685, -0.4397, -0.5965], [2.6557, -0.9586, 1.1462], [0.0896, 3.0464, -0.2700], [-1.5525, -1.7356, 0.8724], [-3.3369, -0.2190, 0.6736], [-2.8671, 0.3555, -1.1311]],
  "nbo_charge": [-0.67, 0.23, -0.43, 0.11, -0.17, 0.03, -0.57, -0.24, 0.24, 0.24, 0.23, 0.22, 0.34, 0.22, 0.22],
  "smiles": "Cc1occ2c1NC2"
}

***

b) {
  "formula": "C6H7NO",
  "method": "ωB97M-V/def2-TZVPD",
  "species": ["N", "C", "C", "C", "O", "C", "C", "C", "H", "H", "H", "H", "H", "H", "H"],
  "positions_angstrom": [[-0.1655, -2.5128, 0.2504], [0.0592, -1.4000, -0.0769], [-0.0094, 0.1559, -0.0698], [0.9255, 0.4969, -1.2011], [1.4141, -0.3293, -1.9799], [-1.3900, 0.8478, 0.0719], [-1.0900, 1.0727, 1.5672], [0.4254, 0.8284, 1.2881], [1.1460, 1.5887, -1.6643], [-2.4001, 0.3046, -0.0991], [-1.3586, 1.7789, -0.4780], [-1.4330, 2.1216, 1.8172], [-1.6579, 0.4005, 2.2732], [0.8399, 1.7198, 0.8147], [1.1851, 0.2994, 1.9457]],
  "nbo_charge": [-0.31, 0.29, -0.23, 0.41, -0.49, -0.38, -0.40, -0.38, 0.15, 0.25, 0.22, 0.21, 0.23, 0.21, 0.25],
  "smiles": "N#CC1(C=O)CCC1"
}

***

c) {
  "formula": "C6H7NO",
  "method": "ωB97M-V/def2-TZVPD",
  "species": ["C", "C", "C", "C", "C", "O", "N", "C", "H", "H", "H", "H", "H", "H", "H"],
  "positions_angstrom": [[-1.7705, -1.8769, -0.4995], [-1.1373, -1.0602, 0.1421], [-0.4891, 0.0002, 0.9080], [-0.6658, 1.4290, 0.3796], [-1.2189, 1.7963, -0.7817], [0.9331, -0.2258, 0.9916], [1.3377, -0.3121, -0.3561], [2.5484, -0.2039, -0.6532], [-2.4633, -2.4550, -1.1122], [-0.8106, -0.0080, 1.9193], [-0.3801, 2.2211, 1.0780], [-1.2868, 2.8357, -1.0998], [-1.5845, 1.0646, -1.5330], [3.3427, 0.0062, 0.0213], [2.7533, -0.1799, -1.6861]],
  "nbo_charge": [-0.23, -0.01, -0.03, -0.20, -0.36, -0.38, -0.13, -0.12, 0.25, 0.23, 0.21, 0.20, 0.21, 0.17, 0.19],
  "smiles": "C#C[C@H](C=C)ON=C"
}

***

Tell me which of them is the most stable. Sure, it is b).

***

a) {
  "formula": "C6H7NO",
  "method": "ωB97M-V/def2-TZVPD",
  "species": ["C", "C", "C", "C", "C", "C", "H", "H", "H", "H", "H", "H", "H", "N", "O"],
  "positions_angstrom": [[0.0620, -1.2151, 0.5910], [1.5208, -0.2367, 0.7552], [0.5066, 1.3617, -1.0129], [-1.3394, 0.0872, -0.8636], [-0.3829, 0.7913, -0.0776], [0.5968, -0.3053, -0.2659], [-1.9510, -0.8920, 1.3975], [0.4571, -2.2879, 1.0354], [1.7648, 0.0537, 1.8391], [0.8180, 1.0058, -2.1305], [-2.2951, 0.6045, -1.0551], [-0.6503, 1.6850, 0.7484], [0.7512, -0.7282, -1.1876], [-1.6432, -1.0634, 0.1380], [1.7844, 1.1392, 0.0887]],
  "nbo_charge": [0.03, -0.06, 0.27, -0.33, -0.38, -0.42, 0.34, 0.27, 0.32, 0.27, 0.19, 0.33, 0.32, -0.58, -0.56]
}

***

b) {
  "formula": "C6H7NO",
  "method": "ωB97M-V/def2-TZVPD",
  "species": ["C", "C", "C", "C", "C", "N", "C", "O", "H", "H", "H", "H", "H", "H", "H"],
  "positions_angstrom": [[1.8884, 0.3066, -0.0303], [0.4202, 0.1346, -0.0989], [-0.1642, -0.8905, -0.9737], [-1.4633, -1.0003, -0.5265], [-1.5085, -0.0146, 0.6091], [-0.1522, -0.3527, 1.1655], [-0.7842, 1.1331, -0.1828], [-0.9277, 2.2843, -0.5058], [2.1160, 1.2076, 0.5960], [2.4149, -0.6112, 0.2924], [2.3267, 0.4755, -1.0427], [0.4805, -1.5006, -1.6744], [-2.3328, -1.5608, -0.8611], [-2.3208, 0.0266, 1.2605], [0.0071, 0.3624, 1.9728]],
  "nbo_charge": [-0.62, -0.09, -0.17, -0.17, -0.22, -0.54, 0.61, -0.52, 0.22, 0.24, 0.22, 0.24, 0.23, 0.23, 0.34],
  "smiles": "C[C@@]12C=C[C@@H](N1)C2=O"
}

***

Tell me which of them is the most stable. Sure, it is b).

***

a) {
  "formula": "C9H13NO2",
  "method": "ωB97M-V/def2-TZVPD",
  "species": ["N", "C", "C", "C", "C", "O", "H", "H", "H", "H", "H", "O", "C", "C", "C", "C", "C", "H", "H", "H", "H", "H", "H", "H", "H"],
  "positions_angstrom": [[-2.3479, 2.3120, 0.2156], [-2.1516, 1.1827, -0.0178], [-2.0579, -0.1819, -0.4545], [-3.0697, -1.0474, -0.4264], [-4.4886, -0.7495, 0.0032], [-4.8847, 0.6026, -0.1278], [-1.0832, -0.4992, -0.8090], [-2.8646, -2.1032, -0.6679], [-5.1606, -1.3586, -0.6274], [-4.6570, -1.1219, 1.0340], [-4.5984, 1.0664, 0.6804], [2.1334, 2.0893, -0.4682], [2.6716, 1.0374, 0.2801], [1.6936, -0.0771, 0.7250], [2.4159, -1.3547, 0.4290], [3.5367, -1.1206, -0.2529], [3.6622, 0.3088, -0.6382], [1.5311, 2.6091, 0.0714], [3.2035, 1.4249, 1.1613], [1.4645, 0.0083, 1.8005], [0.7463, 0.0197, 0.1992], [2.0314, -2.3318, 0.7307], [4.2603, -1.8707, -0.5786], [3.3223, 0.4398, -1.6730], [4.6914, 0.7157, -0.5888]],
  "nbo_charge": [-0.32, 0.26, -0.35, -0.10, -0.12, -0.70, 0.25, 0.22, 0.20, 0.19, 0.48, -0.71, 0.11, -0.47, -0.20, -0.18, -0.46, 0.47, 0.16, 0.21, 0.20, 0.21, 0.21, 0.22, 0.21],
  "smiles": "N#C/C=C\\CO.OC1CC=CC1"
}

***

b) {
  "formula": "C9H13NO2",
  "method": "ωB97M-V/def2-TZVPD",
  "species": ["C", "C", "C", "C", "C", "O", "C", "C", "H", "H", "H", "H", "H", "H", "H", "H", "C", "C", "N", "O", "H", "H", "H", "H", "H"],
  "positions_angstrom": [[-0.6769, -4.3578, 1.7147], [-0.8067, -2.8310, 1.4554], [-1.7035, -2.0714, 2.1782], [-1.6007, -0.6745, 2.0627], [-0.7671, -0.1394, 1.1446], [-0.8199, 1.2297, 0.8609], [0.0223, -0.8852, 0.2225], [0.0344, -2.2303, 0.5085], [-0.7739, -4.9035, 0.7881], [-1.3875, -4.6234, 2.4834], [0.3850, -4.3683, 1.9879], [-2.4774, -2.5505, 2.7683], [-2.3315, 0.0087, 2.4916], [-0.7528, 1.7754, 1.6511], [0.4127, -0.2921, -0.5888], [0.5804, -3.0095, -0.0161], [0.0822, 2.6159, -1.9368], [1.4772, 2.7880, -2.4768], [2.4865, 2.7615, -1.5057], [1.7776, 2.8038, -3.6498], [-0.0447, 2.1586, -0.9631], [-0.3072, 1.9512, -2.7040], [-0.5121, 3.5337, -1.9084], [3.4119, 3.0968, -1.7230], [2.0979, 2.8072, -0.5740]],
  "nbo_charge": [-0.63, -0.02, -0.19, -0.28, 0.27, -0.72, -0.23, -0.21, 0.22, 0.22, 0.22, 0.21, 0.22, 0.48, 0.23, 0.21, -0.75, 0.68, -0.84, -0.61, 0.25, 0.24, 0.24, 0.40, 0.38],
  "smiles": "Cc1ccc(O)cc1.CC(N)=O"
}

***

c) {
  "formula": "C9H13NO2",
  "method": "ωB97M-V/def2-TZVPD",
  "species": ["C", "C", "C", "C", "C", "O", "C", "C", "H", "H", "H", "H", "H", "H", "H", "H", "C", "C", "N", "O", "H", "H", "H", "H", "H"],
  "positions_angstrom": [[-0.5731, 0.4243, -3.8998], [0.2383, 0.5653, -2.6179], [1.4285, 1.2662, -2.5899], [2.0231, 1.6281, -1.3794], [1.4203, 1.1776, -0.2187], [1.9817, 1.6426, 0.9469], [0.3566, 0.2707, -0.1806], [-0.1651, -0.0473, -1.4376], [-0.7839, -0.6018, -4.1874], [0.0569, 0.8515, -4.6780], [-1.5094, 0.9137, -3.6911], [1.9159, 1.5952, -3.5024], [2.6846, 2.4792, -1.2886], [1.7962, 1.1545, 1.7491], [0.0143, -0.1494, 0.7519], [-0.9879, -0.7571, -1.3887], [-1.9684, -0.7079, 2.9386], [-1.1366, -1.9404, 2.7742], [0.0747, -1.9223, 3.4173], [-1.3640, -2.8570, 2.0101], [-2.6316, -0.8869, 3.7899], [-2.6343, -0.4572, 2.1277], [-1.3857, 0.1658, 3.2270], [0.7994, -2.5914, 3.2483], [0.3499, -1.2159, 4.0792]],
  "nbo_charge": [-0.62, -0.05, -0.18, -0.28, 0.31, -0.70, -0.29, -0.18, 0.22, 0.21, 0.22, 0.21, 0.23, 0.48, 0.21, 0.21, -0.72, 0.66, -0.84, -0.60, 0.24, 0.25, 0.22, 0.40, 0.38],
  "smiles": "Cc1ccc(O)cc1.CC(N)=O"
}

***

Tell me which of them is the most stable. Sure, it is c).

***

a) {
  "formula": "C9H13NO2",
  "method": "ωB97M-V/def2-TZVPD",
  "species": ["C", "C", "C", "C", "C", "O", "C", "C", "H", "H", "H", "H", "H", "H", "H", "H", "C", "C", "N", "O", "H", "H", "H", "H", "H"],
  "positions_angstrom": [[-2.0547, -1.0249, -1.0996], [-0.9114, -1.4119, -0.2147], [0.3789, -0.9955, -0.5556], [1.4787, -1.3203, 0.2180], [1.2732, -2.0522, 1.3804], [2.3870, -2.2590, 2.1714], [0.0132, -2.4764, 1.7601], [-1.0736, -2.1188, 0.9579], [-2.7569, -1.8449, -1.2848], [-1.7087, -0.7514, -2.1034], [-2.6718, -0.1984, -0.7595], [0.4956, -0.3600, -1.4283], [2.4736, -0.9366, 0.0146], [2.2628, -3.0322, 2.7413], [-0.1297, -3.1116, 2.6206], [-2.0459, -2.5012, 1.2565], [-0.4783, 2.7841, -1.3996], [0.8833, 2.7826, -0.7512], [0.9575, 3.3565, 0.4770], [1.8408, 2.3247, -1.3443], [-1.2189, 2.1822, -0.8671], [-0.4460, 2.4845, -2.4325], [-0.8965, 3.7974, -1.4015], [1.8173, 3.2791, 0.9964], [0.1304, 3.4043, 1.0480]],
  "nbo_charge": [-0.63, -0.07, -0.17, -0.26, 0.30, -0.68, -0.29, -0.18, 0.22, 0.22, 0.21, 0.22, 0.24, 0.48, 0.21, 0.21, -0.72, 0.67, -0.82, -0.61, 0.23, 0.24, 0.23, 0.40, 0.39],
  "smiles": "Cc1ccc(O)cc1.CC(N)=O"
}

***

b) {
  "formula": "C9H13NO2",
  "method": "ωB97M-V/def2-TZVPD",
  "species": ["C", "C", "C", "C", "C", "O", "C", "C", "H", "H", "H", "H", "H", "H", "H", "H", "C", "C", "N", "O", "H", "H", "H", "H", "H"],
  "positions_angstrom": [[-2.8858, 0.3354, 1.8105], [-1.4714, 0.5292, 1.3253], [-0.4281, -0.2184, 1.8342], [0.9038, 0.0187, 1.5043], [1.1284, 1.0739, 0.6309], [2.3346, 1.2364, -0.0392], [0.0931, 1.8310, 0.0533], [-1.2120, 1.4800, 0.3446], [-3.0152, -0.5793, 2.3744], [-3.5968, 0.4148, 1.0011], [-3.1043, 1.2446, 2.3799], [-0.6007, -1.0209, 2.5437], [1.7783, -0.4087, 1.9735], [3.0812, 1.6804, 0.3717], [0.5089, 2.4986, -0.6897], [-2.0235, 2.0084, -0.1430], [1.7053, -0.6526, -2.2504], [1.0483, -1.7272, -1.4211], [-0.2059, -2.0699, -1.8428], [1.5567, -2.2920, -0.4815], [2.7453, -0.9805, -2.3758], [1.8421, 0.3355, -1.8434], [1.3139, -0.6048, -3.2669], [-0.8210, -2.5562, -1.2145], [-0.6752, -1.5763, -2.5790]],
  "nbo_charge": [-0.62, -0.03, -0.21, -0.23, 0.27, -0.74, -0.25, -0.20, 0.22, 0.21, 0.22, 0.21, 0.23, 0.49, 0.23, 0.21, -0.74, 0.69, -0.83, -0.61, 0.24, 0.27, 0.21, 0.40, 0.38],
  "smiles": "Cc1ccc(O)cc1.CC(N)=O"
}

***

Tell me which of them is the most stable. Sure, it is a).

***

a) {
  "formula": "C3H4NO",
  "method": "ωB97M-V/def2-TZVPD",
  "species": ["C", "C", "C", "N", "O", "H", "H", "H", "H"],
  "positions_angstrom": [[-0.6169, -1.2012, 0.6854], [0.0774, -0.0446, 0.7976], [-0.0395, 1.3103, 0.5827], [0.7431, -1.2631, 0.1567], [-0.2101, 2.4565, 0.5805], [-1.5961, -1.2383, 1.2259], [0.1512, 0.9444, -2.0169], [0.0673, 0.7960, -2.8009], [1.4236, -1.7600, 0.7891]],
  "nbo_charge": [0.28, -0.23, 0.85, -0.42, -0.24, 0.33, -0.09, 0.09, 0.42],
  "total_charge": 1
}

***

b) {
  "formula": "C3H4NO",
  "method": "ωB97M-V/def2-TZVPD",
  "species": ["C", "C", "C", "N", "O", "H", "H", "H", "H"],
  "positions_angstrom": [[-0.9095, 0.8222, -1.3647], [0.6996, 0.8157, 0.6165], [-0.7805, -1.9043, -0.5270], [-0.2503, 1.0336, -0.4220], [-1.4490, -1.1618, -1.0983], [0.7577, 1.7040, 1.2873], [1.7639, 0.8207, 0.2109], [0.3078, -0.1096, 0.9703], [-0.1398, -2.0203, 0.3268]],
  "nbo_charge": [0.34, -0.43, 0.72, -0.46, -0.17, 0.28, 0.26, 0.18, 0.28],
  "total_charge": 1
}

***

c) {
  "formula": "C3H4NO",
  "method": "ωB97M-V/def2-TZVPD",
  "species": ["C", "C", "C", "N", "O", "H", "H", "H", "H"],
  "positions_angstrom": [[1.3337, -1.0181, -0.4704], [-0.7605, 0.6145, -0.2015], [-0.1779, -0.1278, 0.8999], [1.7742, -1.3791, -1.4357], [0.8358, -0.9179, 0.7147], [-1.7135, 1.0528, 0.0629], [0.0318, 1.4349, -0.2789], [-0.7094, 0.2665, -1.2732], [-0.6142, 0.0741, 1.9822]],
  "nbo_charge": [0.44, -0.79, 0.56, -0.15, -0.34, 0.30, 0.35, 0.33, 0.30],
  "total_charge": 1
}

***

d) {
  "formula": "C3H4NO",
  "method": "ωB97M-V/def2-TZVPD",
  "species": ["C", "C", "C", "N", "O", "H", "H", "H", "H"],
  "positions_angstrom": [[0.4694, -0.8085, 2.4130], [0.5543, 0.2552, -0.8040], [-0.8606, 0.2008, -0.4482], [-0.3072, -0.3445, 1.6864], [-1.2457, -0.0315, 0.7204], [1.1150, -0.6049, -0.5108], [1.1863, 0.7466, -0.0346], [-1.6879, 0.3073, -1.1045], [0.7763, 0.2796, -1.9178]],
  "nbo_charge": [0.47, -0.82, 0.56, -0.33, -0.14, 0.35, 0.35, 0.26, 0.32],
  "total_charge": 1
}

***

Tell me which of them is the most stable. Sure, it is c).